No. 1
The following is a quantum chemistry calculation of B4CsF16 as an isolated structure, from the Open Molecules 2025 dataset.

Geometry (Å):
1 Cs 6.205 -11.933 3.811
2 B 3.733 -13.614 6.354
3 F 4.672 -12.569 6.144
4 F 2.526 -13.227 5.734
5 F 4.258 -14.779 5.781
6 F 3.555 -13.873 7.743
7 B 4.650 -14.257 1.462
8 F 5.237 -14.270 0.174
9 F 5.700 -14.373 2.400
10 F 3.982 -13.075 1.788
11 F 3.741 -15.337 1.594
12 B 9.088 -13.390 3.519
13 F 9.145 -12.026 3.873
14 F 8.534 -13.477 2.216
15 F 10.389 -13.939 3.531
16 F 8.250 -14.023 4.420
17 B 4.921 -8.916 2.454
18 F 6.264 -9.125 2.851
19 F 4.894 -7.765 1.629
20 F 4.415 -9.990 1.706
21 F 4.121 -8.737 3.606

The energy relative to the best compared isomer or geometry (same formula, charge and spin) comes out at 2.5 kcal/mol. The HOMO energy comes out at -3.00 eV. Its spin multiplicity is 1. As for the charge: -3. Its calculated total energy is -46762.0020 eV. As for the LUMO energy: 6.374 eV.

---

No. 2
The following is a quantum chemistry calculation of BCd3H22O17P2 as an isolated structure at a distorted geometry, from the Open Molecules 2025 dataset.

Geometry (Å):
1 Cd 2.209 1.103 0.564
2 Cd -0.314 2.971 1.475
3 Cd 0.033 -1.743 -0.866
4 P -0.420 0.471 0.531
5 O 0.380 1.058 1.673
6 O 0.761 0.099 -0.444
7 O -1.284 1.760 0.191
8 O -1.073 -0.918 0.702
9 P 2.305 3.586 1.481
10 O 1.478 2.960 0.322
11 O 1.250 3.570 2.592
12 O 3.162 4.780 1.242
13 O 3.402 2.444 1.603
14 B 1.359 -2.492 -2.610
15 H 1.561 -1.505 -2.096
16 H 0.767 -2.413 -3.602
17 H 2.306 -3.094 -2.893
18 H 0.761 -3.121 -1.878
19 O -1.317 -1.502 3.519
20 H -1.125 -1.106 2.646
21 H -0.695 -2.228 3.606
22 O 1.064 0.498 4.224
23 H 1.561 1.147 4.733
24 H 0.961 0.913 3.343
25 O -1.412 -3.274 -1.185
26 H -1.193 -4.001 -1.785
27 H -2.230 -3.544 -0.735
28 O -1.055 -0.561 -2.381
29 H -1.852 -0.015 -2.461
30 H -0.435 -0.185 -3.022
31 O -4.004 1.792 -0.038
32 H -3.030 1.745 0.123
33 H -4.225 2.723 0.056
34 O -3.762 -1.279 0.053
35 H -2.900 -0.940 0.364
36 H -3.665 -1.363 -0.901
37 O 3.434 0.854 -1.081
38 H 3.860 1.577 -1.561
39 H 3.327 0.141 -1.731
40 O 1.173 -2.633 0.634
41 H 0.755 -2.890 1.469
42 H 1.979 -3.166 0.581
43 O -1.315 2.376 -2.481
44 H -1.142 3.320 -2.434
45 H -1.402 2.087 -1.540

The energy relative to the best compared isomer or geometry (same formula, charge and spin) comes out at 0.0 kcal/mol. The HOMO energy comes out at -4.75 eV. Its spin multiplicity is 1. As for the charge: -1. Its calculated total energy is -68117.2115 eV. As for the LUMO energy: 1.673 eV.

---

- energy relative to the best compared isomer or geometry (same formula, charge and spin) of number 1 (B4CsF16)?
  2.5 kcal/mol

---

What did the second record say?
The following is a quantum chemistry calculation of BCd3H22O17P2 as an isolated structure at a distorted geometry, from the Open Molecules 2025 dataset.

Geometry (Å):
1 Cd 2.209 1.103 0.564
2 Cd -0.314 2.971 1.475
3 Cd 0.033 -1.743 -0.866
4 P -0.420 0.471 0.531
5 O 0.380 1.058 1.673
6 O 0.761 0.099 -0.444
7 O -1.284 1.760 0.191
8 O -1.073 -0.918 0.702
9 P 2.305 3.586 1.481
10 O 1.478 2.960 0.322
11 O 1.250 3.570 2.592
12 O 3.162 4.780 1.242
13 O 3.402 2.444 1.603
14 B 1.359 -2.492 -2.610
15 H 1.561 -1.505 -2.096
16 H 0.767 -2.413 -3.602
17 H 2.306 -3.094 -2.893
18 H 0.761 -3.121 -1.878
19 O -1.317 -1.502 3.519
20 H -1.125 -1.106 2.646
21 H -0.695 -2.228 3.606
22 O 1.064 0.498 4.224
23 H 1.561 1.147 4.733
24 H 0.961 0.913 3.343
25 O -1.412 -3.274 -1.185
26 H -1.193 -4.001 -1.785
27 H -2.230 -3.544 -0.735
28 O -1.055 -0.561 -2.381
29 H -1.852 -0.015 -2.461
30 H -0.435 -0.185 -3.022
31 O -4.004 1.792 -0.038
32 H -3.030 1.745 0.123
33 H -4.225 2.723 0.056
34 O -3.762 -1.279 0.053
35 H -2.900 -0.940 0.364
36 H -3.665 -1.363 -0.901
37 O 3.434 0.854 -1.081
38 H 3.860 1.577 -1.561
39 H 3.327 0.141 -1.731
40 O 1.173 -2.633 0.634
41 H 0.755 -2.890 1.469
42 H 1.979 -3.166 0.581
43 O -1.315 2.376 -2.481
44 H -1.142 3.320 -2.434
45 H -1.402 2.087 -1.540

The energy relative to the best compared isomer or geometry (same formula, charge and spin) comes out at 0.0 kcal/mol. The HOMO energy comes out at -4.75 eV. Its spin multiplicity is 1. As for the charge: -1. Its calculated total energy is -68117.2115 eV. As for the LUMO energy: 1.673 eV.

---

- LUMO of number 1 (B4CsF16)?
  6.374 eV